10 unconnected molecules or ions with the total composition C25H70O20S10 at a distorted geometry. Source: the Open Molecules 2025 dataset; level of theory: ωB97M-V with the def2-TZVPD basis set.

Maximum force (eV/A): 3.16
Total energy (Eh): -6480.9011
Net charge: 0
Relative energy (zero: lowest compared OMol25 entry of this formula, charge and spin) (kJ/mol): 158.5

Geometry (Å):
C: 2.9473 -2.2549 4.2628
S: 1.9219 -3.2046 3.0055
O: 2.8371 -3.6011 1.8676
C: 1.6583 -4.6821 4.0326
H: 2.3160 -2.0987 5.1392
H: 3.1811 -1.3336 3.7340
H: 3.8566 -2.8380 4.4428
H: 2.4552 -5.4167 3.8520
H: 0.7603 -5.2198 3.7140
H: 1.6179 -4.4568 5.0960
C: -3.6796 -2.8146 1.8725
S: -4.7277 -4.2743 1.9423
O: -4.3929 -5.2100 0.8895
C: -4.0145 -4.9225 3.4833
H: -2.6774 -2.9140 1.5232
H: -3.6249 -2.4255 2.8901
H: -4.2123 -2.0758 1.2442
H: -3.6738 -4.0656 4.0269
H: -3.1089 -5.4445 3.0924
H: -4.7442 -5.5784 4.0440
C: -3.1897 3.8767 -4.2467
S: -4.4091 2.5712 -4.4205
O: -3.8344 1.2852 -3.9971
C: -5.4140 3.1076 -3.0415
H: -2.2368 3.5631 -4.7662
H: -2.9669 4.1249 -3.1869
H: -3.7386 4.6688 -4.8467
H: -6.2890 2.4520 -3.0178
H: -5.7361 4.1143 -3.1961
H: -4.7963 2.9571 -2.2035
C: 5.0362 -4.4350 -0.7052
S: 4.3513 -3.2819 -1.8805
O: 2.8302 -3.5791 -1.8269
C: 4.7193 -1.8857 -0.8404
H: 4.9014 -5.4546 -0.9580
H: 4.6756 -4.2651 0.3001
H: 6.0995 -4.2732 -0.7851
H: 4.0573 -1.9805 0.0429
H: 4.4720 -0.9869 -1.4424
H: 5.7988 -1.9882 -0.6236
C: -1.3032 -5.6529 -0.5518
S: 0.1397 -4.7413 -0.1297
O: -0.0478 -4.4278 1.3808
C: 1.3253 -6.0533 -0.0752
H: -2.2279 -5.2378 -0.1851
H: -1.3521 -6.6582 -0.0893
H: -1.3826 -5.7503 -1.6058
H: 1.6082 -6.2803 -1.0818
H: 0.9503 -6.8656 0.4870
H: 2.1792 -5.5280 0.2803
O: 0.6999 1.6978 -5.2888
S: 1.4321 2.1937 -4.1801
O: 0.6500 2.8275 -3.1752
O: 2.2219 1.0069 -3.5420
C: 2.4733 -0.2049 -4.1475
C: 1.2394 -1.0406 -4.2450
C: 2.7539 3.2940 -4.5612
H: 3.1405 -0.7397 -3.3963
H: 2.9619 -0.1085 -5.0851
H: 0.5848 -0.9816 -3.3669
H: 1.4670 -2.0515 -4.1903
H: 0.5639 -0.7842 -5.0752
H: 3.1666 3.9313 -3.7801
H: 2.1894 3.9398 -5.2894
H: 3.5775 2.8314 -5.1622
O: -2.3275 6.8221 0.9866
S: -2.9068 5.7871 0.1475
O: -4.1191 5.9089 -0.5679
O: -1.7880 5.2979 -0.9126
C: -0.4373 5.4862 -0.5344
C: 0.1313 6.8941 -0.5484
C: -3.1298 4.4562 1.2435
H: 0.1281 4.8597 -1.1504
H: -0.3028 4.9692 0.4525
H: -0.3448 7.3746 -1.4131
H: 1.2349 6.9047 -0.7147
H: -0.0898 7.4268 0.3793
H: -2.8433 3.5526 0.7337
H: -4.2072 4.5492 1.4835
H: -2.4549 4.5929 2.0988
O: 5.2107 1.0277 -3.1350
S: 5.6246 2.1044 -2.3309
O: 6.0610 3.3283 -2.9304
O: 4.4435 2.5523 -1.4261
C: 3.5448 1.6944 -0.6524
C: 2.3079 2.3610 -0.0248
C: 6.8092 1.6140 -1.1881
H: 4.1482 1.2952 0.1524
H: 3.1800 0.9223 -1.3411
H: 1.2972 1.8706 -0.1630
H: 2.2062 3.3930 -0.3262
H: 2.4529 2.4247 1.0719
H: 7.4350 0.8643 -1.6368
H: 6.3248 1.2163 -0.2666
H: 7.3576 2.5733 -0.9194
O: -2.7983 0.4446 6.6525
S: -2.7230 -0.1682 5.3464
O: -3.0496 -1.5658 5.1484
O: -3.4998 0.7653 4.3340
C: -4.9443 0.7899 4.6136
C: -5.6968 0.9537 3.2793
C: -1.0543 0.0597 4.7199
H: -5.1038 1.5515 5.3208
H: -5.1702 -0.2082 5.1203
H: -5.2895 0.2429 2.5404
H: -5.6563 1.9532 2.8098
H: -6.7739 0.7880 3.5116
H: -0.2906 0.5501 5.4050
H: -1.0025 0.6217 3.7992
H: -0.7461 -0.9312 4.4264
O: -3.0415 -0.5976 -0.0445
S: -2.1147 0.4753 -0.3503
O: -2.5044 1.8348 -0.0882
O: -0.6947 0.2266 0.3621
C: -0.1958 -1.1156 0.4843
C: 1.3116 -0.9227 0.3485
C: -1.5441 0.4169 -2.0250
H: -0.6397 -1.8158 -0.1968
H: -0.4935 -1.4461 1.4924
H: 1.6757 -0.2289 1.1931
H: 1.5264 -0.4036 -0.5635
H: 1.8351 -1.8417 0.3063
H: -1.2607 -0.6431 -2.1312
H: -0.6901 1.0340 -2.0995
H: -2.3543 0.6809 -2.7392

Atomic partial charges in e from the Mulliken method, atoms 1 to 5: -1.351 1.035 -0.780 -1.146 0.439